Record 1
This record from OMol25 describes a cluster of 17 separate species, C4H44NO16 in total. The level of theory is ωB97M-V/def2-TZVPD.

For the gap between HOMO and LUMO, the calculation gives 11.3 eV. Its energy above the lowest of the compared OMol25 structures with the same formula, charge and spin is 54.0 kcal per mole.

ORCA input file:
```
! wB97M-V def2-TZVPD RIJCOSX def2/J DEFGRID3
* xyz 1 1
O -1.035 -2.673 -2.007
O -2.046 -1.194 3.030
O 2.161 3.923 -2.051
O -0.411 -2.996 1.803
O -2.389 -3.301 0.077
O -3.159 0.660 -3.649
O 3.780 3.432 0.554
O -0.708 -0.265 -4.479
O 0.767 1.431 -2.408
O -4.006 -0.011 1.357
O 4.466 -1.109 -1.057
O 2.044 -2.094 2.828
O -1.910 1.950 -1.820
O 2.447 -2.654 0.059
O -3.706 -0.475 -1.155
O 5.030 0.482 1.018
N -1.666 0.755 0.548
C -1.705 2.091 2.567
C 1.267 0.343 0.895
C -0.796 1.686 1.428
C 0.342 0.834 1.996
H -2.156 1.210 -2.428
H 5.214 -1.592 -1.411
H 1.250 -0.743 0.883
H 3.050 -1.962 -0.293
H -2.561 0.044 -4.146
H -3.698 0.262 -1.796
H 0.839 1.386 2.787
H 2.374 -2.204 1.908
H -0.528 -0.966 -5.118
H -1.858 0.005 1.201
H 4.170 2.534 0.699
H -1.101 2.697 3.254
H -3.088 -1.082 -1.595
H 4.712 -0.229 -0.706
H 3.056 4.088 -2.382
H 3.490 3.542 1.469
H -1.258 0.605 -0.374
H -3.032 1.551 -3.992
H -0.235 -3.933 1.660
H -2.191 -3.092 0.995
H -0.528 -0.709 -3.637
H -4.741 0.025 1.982
H 0.497 -2.646 2.022
H 1.283 2.260 -2.381
H 0.953 1.179 -3.322
H -0.539 2.509 0.763
H -1.308 -1.781 2.768
H -2.862 -1.674 3.196
H -1.192 2.451 -2.237
H 1.874 -2.949 -0.654
H -0.149 0.005 2.545
H -2.564 1.250 0.402
H 2.269 0.356 1.384
H -1.154 -2.780 -1.032
H -3.163 -2.766 -0.131
H 5.677 -0.078 1.454
H -2.108 1.207 3.096
H 4.127 0.201 1.180
H 1.267 0.895 -0.017
H -0.721 -3.520 -2.345
H -2.489 2.739 2.231
H 2.459 3.925 -1.118
H 2.356 -2.917 3.226
H -4.460 -0.117 0.473
*
```

Record 2
This record from OMol25 describes a structure of composition C4H4AgLiO5. The level of theory is ωB97M-V/def2-TZVPD.

For the gap between HOMO and LUMO, the calculation gives 5.6 eV. Its energy above the lowest of the compared OMol25 structures with the same formula, charge and spin is 16.7 kcal per mole.

ORCA input file:
```
! wB97M-V def2-TZVPD RIJCOSX def2/J DEFGRID3
* xyz 0 1
Ag 2.486 -1.731 3.693
O 1.949 -0.144 1.564
O -1.404 -1.139 0.266
O -0.475 0.917 0.248
O 0.266 -1.318 2.359
O 0.342 -0.646 -1.107
C -0.057 0.391 -1.974
C -0.224 -0.432 0.129
C -0.530 1.499 -1.034
C 0.837 -0.939 1.341
Li -1.758 -1.414 2.072
H -1.544 1.819 -1.274
H 0.157 2.345 -1.082
H 0.801 0.738 -2.550
H -0.846 0.056 -2.650
*
```

Record 3
This record from OMol25 describes a structure of composition C4H4AgMgO2. The level of theory is ωB97M-V/def2-TZVPD.

For the gap between HOMO and LUMO (spin up / spin down), the calculation gives 6.3 / 6.4 eV. Its energy above the lowest of the compared OMol25 structures with the same formula, charge and spin is 0.0 kcal per mole. Its expectation value of S² is 0.75.

ORCA input file:
```
! wB97M-V def2-TZVPD RIJCOSX def2/J DEFGRID3
* xyz 2 2
Ag -4.261 0.755 1.717
Mg -1.003 -1.480 0.272
O 1.806 -0.485 -1.670
O -1.876 0.248 0.500
C 1.480 -0.546 -0.437
C -0.536 2.298 0.020
C -1.277 1.345 0.187
C 1.252 -1.613 0.371
H 0.011 3.159 -0.317
H 1.478 -2.619 -0.016
H 1.617 0.377 -2.079
H 1.310 -1.440 1.451
*
```